No. 1
# C39H38N7O8PSY

A structure of composition C39H38N7O8PSY (ωB97M-V/def2-TZVPD, OMol25).

Geometry as ORCA input:
```
! RIJCOSX wB97M-V def2-TZVPD def2/J DEFGRID3
* xyz -1 1
Y 0.634 -0.425 -0.867
C -0.709 -2.418 2.152
O 0.428 -2.044 1.370
C 1.628 -2.129 2.038
C 1.726 -2.309 3.411
C 2.979 -2.359 4.009
C 4.126 -2.223 3.241
C 4.020 -2.041 1.874
C 2.777 -2.000 1.261
N 2.582 -1.762 -0.128
N 3.602 -2.049 -0.820
C 3.631 -1.915 -2.170
C 2.481 -1.780 -2.988
O 1.291 -1.696 -2.527
C 2.665 -1.810 -4.417
C 3.886 -1.922 -4.974
C 5.070 -2.048 -4.175
C 6.340 -2.162 -4.767
C 7.467 -2.284 -3.995
C 7.345 -2.285 -2.597
C 6.113 -2.167 -2.001
C 4.943 -2.056 -2.776
H -0.525 -3.382 2.628
H -0.928 -1.658 2.900
H -1.548 -2.510 1.476
H 0.845 -2.397 4.029
H 3.048 -2.487 5.081
H 5.102 -2.232 3.708
H 4.894 -1.883 1.262
H 1.769 -1.707 -5.016
H 3.991 -1.912 -6.053
H 6.414 -2.147 -5.848
H 8.442 -2.369 -4.457
H 8.232 -2.368 -1.981
H 6.029 -2.144 -0.925
N 1.011 0.933 2.643
N 1.278 2.234 2.150
C 2.512 2.464 1.592
N 2.605 3.531 0.791
N 3.444 1.585 1.935
N 4.707 1.709 1.424
O 5.152 2.798 1.047
O 5.369 0.685 1.410
H 1.208 0.959 3.635
H 1.736 0.326 2.261
H 0.538 2.527 1.525
H 1.798 3.742 0.217
H 3.495 3.653 0.340
C -2.246 3.649 -0.968
C -3.387 3.674 0.013
C -4.094 4.855 0.218
C -5.178 4.915 1.082
C -5.573 3.772 1.762
C -4.877 2.588 1.570
C -3.786 2.520 0.708
P -2.791 0.989 0.457
C -3.478 -0.074 1.801
C -2.798 0.133 3.005
C -3.132 -0.551 4.162
C -4.141 -1.500 4.117
C -4.812 -1.729 2.926
C -4.514 -1.021 1.761
C -5.326 -1.300 0.525
C -3.388 0.416 -1.164
C -4.353 1.096 -1.902
C -4.649 0.731 -3.204
C -3.956 -0.330 -3.780
C -3.005 -1.020 -3.058
C -2.694 -0.680 -1.732
C -1.685 -1.407 -0.964
H -1.907 4.659 -1.197
H -2.555 3.180 -1.906
H -1.395 3.066 -0.609
H -3.786 5.749 -0.313
H -5.709 5.848 1.224
H -6.419 3.801 2.438
H -5.186 1.699 2.107
H -1.973 0.840 3.014
H -2.597 -0.357 5.084
H -4.409 -2.060 5.005
H -5.605 -2.467 2.895
H -6.158 -1.964 0.763
H -4.719 -1.768 -0.252
H -5.725 -0.381 0.099
H -4.881 1.930 -1.452
H -5.398 1.274 -3.767
H -4.167 -0.616 -4.804
H -2.474 -1.848 -3.515
H -1.463 -2.389 -1.396
H -1.990 -1.534 0.070
O 2.543 1.076 -1.552
S 1.384 1.981 -1.815
O 0.521 1.281 -2.790
O 0.582 1.850 -0.500
O 1.709 3.355 -2.094
*
```

Calculated values
- Highest occupied orbital energy: -4.849 eV
- Kohn-Sham gap: 6.48 eV

***

No. 2
# C5H6O

A cluster of 2 separate species, C5H6O in total in a non-equilibrium geometry (ωB97M-V/def2-TZVPD, OMol25).

Geometry as ORCA input:
```
! RIJCOSX wB97M-V def2-TZVPD def2/J DEFGRID3
* xyz 0 1
C 2.041 1.595 -0.229
C 1.266 0.691 -0.033
C -1.843 1.047 0.091
C -0.016 -1.532 -0.278
C 0.220 -0.226 0.387
O -2.715 0.280 -0.064
H 3.035 2.021 -0.240
H -1.907 2.150 0.235
H -0.880 -1.522 -1.029
H -0.048 -2.286 0.535
H 0.899 -1.969 -0.800
H -0.053 -0.250 1.425
*
```

Calculated values
- Highest occupied orbital energy (spin up / spin down): -7.863 / -7.995 eV
- Kohn-Sham gap (spin up / spin down): 8.06 / 7.92 eV

***

Record-wise ΔE to the lowest compared entry with this formula, charge and spin values, in eV: 0.898; 5.084